[1]
Formula: C3H5NO2
Source: the OMol25 dataset
Level of theory: the ωB97M-V functional and the def2-TZVPD basis

ORCA input file:
```
! RIJCOSX wB97M-V def2-TZVPD def2/J DEFGRID3
* xyz 0 1
H -1.599 -1.026 1.743
N -1.034 -0.668 0.980
C -0.771 0.558 1.131
O -0.013 1.263 0.292
C 0.634 0.611 -0.812
C 0.647 -0.924 -0.871
O 1.641 -1.546 -0.585
H -1.110 1.209 1.942
H 1.677 0.934 -0.773
H 0.166 0.995 -1.726
H -0.237 -1.404 -1.321
*
```

E_HOMO = -9.78 eV
Structure (SMILES) = [H]/N=C/OCC=O

Mulliken population analysis, charges in e, atoms 1 to 5:
1. H 0.2312
2. N -0.5501
3. C 0.1239
4. O -0.3615
5. C -0.2967

=====

[2]
Formula: C5H7Br9O4S
Source: the OMol25 dataset
Level of theory: the ωB97M-V functional and the def2-TZVPD basis

ORCA input file:
```
! RIJCOSX wB97M-V def2-TZVPD def2/J DEFGRID3
* xyz 0 1
C 0.959 2.400 4.159
Br 2.195 1.398 2.928
Br 0.907 1.403 5.900
Br -0.688 2.800 3.215
H 1.239 3.405 4.475
C 2.555 -3.349 -0.540
Br 4.239 -4.178 -1.301
Br 2.425 -3.636 1.411
Br 0.913 -3.583 -1.516
H 2.813 -2.293 -0.620
C 1.480 0.952 0.152
Br 1.481 -1.016 -0.407
Br -0.352 1.747 -0.125
Br 2.917 1.934 -0.958
H 1.801 1.027 1.191
C -2.574 1.200 -1.313
C -1.424 0.571 -2.313
O -1.284 -0.813 -1.973
S -2.711 -1.329 -1.321
O -2.507 -1.783 0.053
O -3.418 -2.203 -2.215
O -3.519 0.129 -1.395
H -2.967 2.124 -1.737
H -2.253 1.488 -0.311
H -0.448 1.005 -2.097
H -1.780 0.601 -3.343
*
```

E_HOMO = -9.84 eV

Mulliken population analysis, charges in e, atoms 1 to 5:
1. C -0.4110
2. Br 0.0061
3. Br -0.0252
4. Br -0.0247
5. H 0.4254

=====

For each record above, in turn, the calculated gap between HOMO and LUMO values are 0.3901 0.3228 hartree.
For each record above, in turn, the calculated electronic energy values are -322.50624 -24059.73411 hartree.
For each record above, in turn, the calculated ΔE to the lowest compared entry with this formula, charge and spin values are 42.73 86.95 kcal per mole.